C24H28F4N6O8S4 | ωB97M-V with the def2-TZVPD basis set

Results
* charge: +2
* max |F|: 9.8 eV/A
* DFT total energy: -3853.12905 Eh
* molecular weight: 732.8 g/mol

Cartesian coordinates (Å):
C: -7.8271 4.5446 -4.1856
N: -6.6084 4.5606 -3.3272
C: -5.5877 5.4501 -3.5987
C: -4.4656 5.5003 -2.8337
C: -4.2853 4.5118 -1.8721
C: -5.2977 3.5960 -1.6042
C: -6.4803 3.6035 -2.3831
C: -2.9646 4.4444 -1.1477
C: -1.8050 4.9691 -1.5906
C: -0.6439 4.9322 -0.8817
N: -0.5837 4.1259 0.2651
C: -1.7319 3.6697 0.7978
C: -2.9283 3.8498 0.1552
C: 0.7440 3.7659 0.8277
H: -7.7848 4.5864 -5.2739
H: -8.1629 5.4964 -3.7738
H: -8.4511 3.6946 -3.9093
H: -5.8239 6.2325 -4.3047
H: -3.7773 6.2550 -3.1843
H: -5.0108 2.7654 -0.9763
H: -7.2288 2.8392 -2.2349
H: -1.7870 5.5208 -2.5189
H: 0.2603 5.2118 -1.4020
H: -1.5913 3.1784 1.7492
H: -3.8308 3.6097 0.6977
H: 0.9308 4.5217 1.5905
H: 1.5443 3.6501 0.0969
H: 0.5871 2.8239 1.3531
C: 2.8876 -3.6243 3.7664
N: 3.8945 -3.6912 2.6790
C: 3.8878 -4.6984 1.8266
C: 4.7888 -4.8528 0.8507
C: 5.9081 -4.0424 0.6821
C: 5.9281 -2.9988 1.6473
C: 4.9684 -2.8223 2.6802
C: 6.9194 -4.2802 -0.3579
C: 8.1925 -3.7986 -0.1697
C: 9.1830 -3.9763 -1.0663
N: 8.8732 -4.4798 -2.2944
C: 7.6007 -4.8403 -2.6281
C: 6.6245 -4.8848 -1.6216
C: 9.8462 -4.7452 -3.3418
H: 2.0376 -2.9830 3.5331
H: 3.4370 -3.2927 4.6475
H: 2.5209 -4.6399 3.9158
H: 2.9731 -5.2711 1.8684
H: 4.7172 -5.7902 0.3191
H: 6.7277 -2.2743 1.5999
H: 5.0241 -2.0359 3.4183
H: 8.4088 -3.2747 0.7496
H: 10.2212 -3.7000 -0.9565
H: 7.3501 -5.2081 -3.6121
H: 5.7364 -5.4936 -1.7052
H: 9.5258 -4.0528 -4.1203
H: 9.6295 -5.7552 -3.6897
H: 10.8283 -4.6446 -2.8797
N: -0.1100 -1.6857 0.8192
S: -0.1060 -1.7707 -0.6727
O: -0.5984 -0.5733 -1.3160
O: -0.2528 -3.0306 -1.3778
F: 1.4420 -1.4767 -0.9513
S: -1.7899 -2.1240 0.9624
O: -1.9971 -3.4103 1.6547
O: -2.7991 -1.6315 0.0492
F: -2.1374 -1.1082 2.0880
N: -7.5188 1.8437 3.2582
S: -8.4015 0.6560 3.2521
O: -9.6941 0.8928 3.9116
O: -7.8151 -0.6758 3.3268
F: -8.8338 0.6607 1.6277
S: -6.9128 1.6922 4.8579
O: -5.5411 2.0896 4.9740
O: -7.4864 0.8021 5.8500
F: -7.4967 3.0914 5.4151

These are the Löwdin partial charges, in e, on atoms 1 to 8: number 1, C, carries 0.050; number 2, N, carries -0.075; number 3, C, carries 0.023; number 4, C, carries 0.033; number 5, C, carries -0.105; number 6, C, carries 0.084; number 7, C, carries 0.072; number 8, C, carries -0.094

***

C24H28GeMoO6S4Sb2 | ωB97M-V with the def2-TZVPD basis set

Results
* charge: -1
* max |F|: 1.2 eV/A
* DFT total energy: -5601.35147 Eh
* 2S+1: 2
* molecular weight: 952.8 g/mol

Cartesian coordinates (Å):
Mo: -0.9247 0.8881 1.9578
O: -0.4061 -2.4416 3.9497
S: -0.5482 -1.6781 2.7477
O: -0.4324 -2.3984 1.5099
O: -1.8122 -0.7964 2.7475
O: 0.3988 -0.4551 2.7524
S: -1.9459 5.1599 1.6673
Sb: -2.6253 3.6551 3.1868
S: -0.4902 2.2109 3.6051
S: -3.1479 1.5328 1.9591
O: -0.2832 2.2513 0.5051
C: -0.8224 1.6116 -0.4729
O: -1.1121 0.4107 -0.2640
C: -1.0471 2.2597 -1.7999
C: 0.2034 2.1205 -2.6835
Ge: 0.9335 0.2787 -2.8688
C: -0.5251 -0.9712 -3.2752
C: -1.0759 -1.0084 -4.5556
C: -2.1369 -1.8521 -4.8556
C: -2.6604 -2.6791 -3.8715
C: -2.1210 -2.6532 -2.5932
C: -1.0633 -1.8046 -2.2941
C: 2.2011 0.3388 -4.3634
C: 3.4797 -0.1949 -4.2034
C: 4.4000 -0.1687 -5.2430
C: 4.0544 0.3968 -6.4622
C: 2.7891 0.9395 -6.6349
C: 1.8731 0.9114 -5.5919
C: 1.8843 -0.2576 -1.2492
C: 2.0864 -1.5983 -0.9322
C: 2.7217 -1.9640 0.2468
C: 3.1705 -0.9896 1.1233
C: 2.9960 0.3517 0.8126
C: 2.3616 0.7131 -0.3666
H: -1.2893 3.3091 -1.6260
H: -1.8954 1.7565 -2.2628
H: 0.9990 2.7825 -2.3361
H: -0.0453 2.4528 -3.6946
H: -0.6715 -0.3809 -5.3427
H: -2.5519 -1.8631 -5.8562
H: -3.4885 -3.3388 -4.0994
H: -2.5294 -3.2834 -1.8133
H: -0.6846 -1.7785 -1.2799
H: 3.7578 -0.6336 -3.2517
H: 5.3881 -0.5881 -5.0993
H: 4.7706 0.4195 -7.2741
H: 2.5158 1.3892 -7.5817
H: 0.8949 1.3552 -5.7436
H: 1.7190 -2.3743 -1.5947
H: 2.8325 -3.0112 0.4962
H: 3.6287 -1.2729 2.0618
H: 3.3263 1.1176 1.5033
H: 2.2142 1.7664 -0.5761
C: -0.9264 0.6035 8.1272
Sb: -1.4507 0.0184 6.0949
C: -2.4661 -1.7932 6.6698
C: -3.2639 1.1951 6.1405
H: -1.8000 0.5443 8.7791
H: -0.5512 1.6276 8.1295
H: -0.1438 -0.0442 8.5240
H: -3.0733 -1.6010 7.5562
H: -1.7505 -2.5886 6.8701
H: -3.1099 -2.1084 5.8491
H: -3.9485 0.8004 6.8925
H: -3.7522 1.1700 5.1654
H: -3.0279 2.2325 6.3825

These are the Löwdin partial charges, in e, on atoms 1 to 8: number 1, Mo, carries 1.116; number 2, O, carries -0.316; number 3, S, carries 0.276; number 4, O, carries -0.300; number 5, O, carries -0.585; number 6, O, carries -0.525; number 7, S, carries -0.320; number 8, Sb, carries 0.275

***

C24H28N2O3 | ωB97M-V with the def2-TZVPD basis set

Results
* SMILES: CCCc1ccc2oc(C(=O)N(Cc3ccncc3)C[C@@H]3CCCO3)c(C)c2c1
* charge: 0
* max |F|: 1.3 eV/A
* DFT total energy: -1266.58385 Eh
* molecular weight: 392.5 g/mol

Cartesian coordinates (Å):
C: -5.9913 -2.3070 -1.5911
C: -6.2695 -1.5991 -0.2717
C: -5.7248 -0.1639 -0.2552
C: -4.2247 -0.1464 -0.3414
C: -3.5946 0.0709 -1.5741
C: -2.2221 0.0527 -1.7155
C: -1.4762 -0.1885 -0.5735
O: -0.1288 -0.2379 -0.4613
C: 0.1483 -0.4847 0.8613
C: 1.5320 -0.6532 1.3526
O: 1.7332 -1.3776 2.3201
N: 2.5534 -0.0011 0.7410
C: 3.9019 -0.2677 1.2172
C: 4.6802 -1.0547 0.1981
C: 4.2055 -2.2840 -0.2478
C: 4.9384 -2.9736 -1.1988
N: 6.0730 -2.5256 -1.7106
C: 6.5246 -1.3593 -1.2862
C: 5.8703 -0.5835 -0.3409
C: 2.4526 1.0068 -0.2867
C: 2.4468 2.4455 0.2851
C: 1.1366 2.7980 0.9937
C: 0.2525 3.2639 -0.1658
C: 1.2689 3.7449 -1.2166
O: 2.5647 3.3865 -0.7607
C: -1.0001 -0.6083 1.5987
C: -1.1467 -0.8726 3.0521
C: -2.0790 -0.4024 0.6784
C: -3.4667 -0.3836 0.7896
H: -6.4480 -1.7669 -2.4179
H: -6.3995 -3.3148 -1.5740
H: -4.9208 -2.3725 -1.7713
H: -5.8139 -2.1630 0.5450
H: -7.3473 -1.5677 -0.0974
H: -6.1529 0.3899 -1.0927
H: -6.0418 0.3202 0.6712
H: -4.2070 0.2606 -2.4431
H: -1.7464 0.2180 -2.6691
H: 4.4084 0.6747 1.4417
H: 3.8014 -0.8506 2.1384
H: 3.2864 -2.6881 0.1478
H: 4.6056 -3.9333 -1.5720
H: 7.4548 -1.0287 -1.7298
H: 6.2808 0.3659 -0.0306
H: 1.5590 0.8557 -0.8864
H: 3.3195 0.9121 -0.9481
H: 3.3193 2.5838 0.9319
H: 1.3099 3.6167 1.6927
H: 0.7187 1.9542 1.5381
H: -0.3429 2.4400 -0.5569
H: -0.4268 4.0596 0.1318
H: 1.2604 4.8322 -1.3358
H: 1.0818 3.2883 -2.1959
H: -1.6619 -0.0420 3.5346
H: -1.7425 -1.7717 3.2033
H: -0.1730 -1.0175 3.5088
H: -3.9395 -0.5495 1.7460

These are the Löwdin partial charges, in e, on atoms 1 to 8: number 1, C, carries -0.108; number 2, C, carries -0.252; number 3, C, carries -0.174; number 4, C, carries -0.240; number 5, C, carries -0.038; number 6, C, carries 0.018; number 7, C, carries -0.208; number 8, O, carries 0.066

***

C24H28N2O3P2Rh | ωB97M-V with the def2-TZVPD basis set

Results
* charge: +1
* max |F|: 6.3 eV/A
* DFT total energy: -2059.57840 Eh
* 2S+1: 5
* molecular weight: 557.4 g/mol

Cartesian coordinates (Å):
C: -1.6186 2.9983 -4.0573
C: -1.4452 1.7576 -3.4410
C: -0.1350 1.3504 -3.0376
C: 0.9398 2.2503 -3.0754
C: 0.7381 3.4974 -3.6754
C: -0.5199 3.8344 -4.1675
C: 2.2215 1.7302 -2.5356
C: 2.4444 0.3536 -3.0963
C: 1.3166 -0.4873 -3.0591
C: 1.4027 -1.8580 -3.3807
C: 2.6174 -2.3643 -3.8280
C: 3.7452 -1.5341 -3.8800
C: 3.6661 -0.2005 -3.4987
H: -2.6243 3.2878 -4.3821
H: 1.5801 4.1540 -3.7857
H: -0.6658 4.7914 -4.6641
H: 3.0868 2.3976 -2.6444
H: 2.6887 -3.4208 -4.1007
H: 4.6959 -1.9493 -4.2358
H: 4.5469 0.4516 -3.4954
N: 0.1289 0.0634 -2.5647
Rh: -0.4051 -0.4472 -0.6266
C: -2.5909 0.8804 -2.9803
H: -2.5371 -0.1322 -3.3994
H: -3.5801 1.3000 -3.1991
C: 0.1613 -2.6673 -3.1013
H: -0.7056 -2.2924 -3.6496
H: 0.2873 -3.7308 -3.3134
P: -2.3755 0.7536 -1.1466
P: -0.2495 -2.4964 -1.3144
C: 1.0574 -3.4499 -0.5282
H: 0.8356 -3.4923 0.5436
H: 1.0337 -4.4528 -0.9614
H: 2.0374 -2.9899 -0.6873
C: -1.8293 -3.2885 -1.0688
H: -1.8237 -4.2210 -1.6413
H: -1.9256 -3.4809 0.0060
H: -2.6415 -2.6351 -1.4072
C: -2.4416 2.4808 -0.5852
H: -3.4500 2.8827 -0.7596
H: -2.1847 2.5016 0.4832
H: -1.6931 3.0766 -1.1247
C: -3.8032 -0.0723 -0.4566
H: -3.7093 -0.0769 0.6350
H: -4.7045 0.4786 -0.7502
H: -3.8656 -1.1022 -0.8186
C: 1.3559 -0.3721 0.0860
O: 2.4085 -0.5051 0.5517
H: 2.2070 1.7055 -1.4840
O: -0.9255 1.8782 1.9352
C: -1.0519 0.6859 2.2428
C: -1.5939 0.2150 3.5910
C: -1.4291 -1.2721 3.5739
C: -0.9518 -1.5972 2.1553
O: -0.7893 -2.7320 1.7618
N: -0.7527 -0.4224 1.4719
H: -1.0320 0.6867 4.3986
H: -2.6498 0.4957 3.6728
H: -0.6782 -1.6322 4.2955
H: -2.3725 -1.8087 3.7401

These are the Löwdin partial charges, in e, on atoms 1 to 8: number 1, C, carries -0.029; number 2, C, carries -0.226; number 3, C, carries -0.200; number 4, C, carries -0.128; number 5, C, carries 0.007; number 6, C, carries -0.050; number 7, C, carries -0.064; number 8, C, carries -0.124

***

C24H28N2O5 | ωB97M-V with the def2-TZVPD basis set

Results
* SMILES: C#CCNC(=O)C1=C[C@H](c2cn(C(C)=O)c3ccccc23)[C@@H](CCCO)[C@H](OCC)O1
* charge: 0
* max |F|: 0.9 eV/A
* DFT total energy: -1417.00841 Eh
* molecular weight: 424.5 g/mol

Cartesian coordinates (Å):
C: 2.9340 -2.6185 -5.6289
C: 1.9093 -3.0270 -5.1649
C: 0.6913 -3.5028 -4.5358
N: 0.5388 -2.9572 -3.2049
C: -0.5247 -2.2085 -2.8461
O: -1.4757 -1.9927 -3.5746
C: -0.4445 -1.6706 -1.4582
C: -1.4322 -0.9371 -0.9452
C: -1.3965 -0.3925 0.4446
C: -1.1208 1.0884 0.4949
C: -1.1123 1.8059 1.6453
N: -0.7834 3.1317 1.4067
C: -0.6574 4.1330 2.3471
C: -0.9303 3.7148 3.7727
O: -0.3533 5.2643 2.0475
C: -0.5754 3.2611 0.0343
C: -0.2231 4.3774 -0.7060
C: -0.0751 4.2205 -2.0711
C: -0.2771 2.9854 -2.6801
C: -0.6329 1.8724 -1.9454
C: -0.7839 2.0002 -0.5678
C: -0.3412 -1.1674 1.2614
C: -0.8091 -2.5703 1.6612
C: -1.9101 -2.6000 2.7235
C: -1.5413 -1.8888 4.0299
O: -1.7123 -0.4896 3.9820
C: 0.9313 -1.2676 0.4082
O: 1.3689 0.0309 0.1592
C: 2.5660 0.1647 -0.5905
C: 3.8241 -0.0736 0.2391
O: 0.7135 -1.9925 -0.7849
H: 3.8198 -2.2678 -6.0682
H: 0.7058 -4.6003 -4.4973
H: -0.1828 -3.1757 -5.1100
H: 1.2977 -3.0589 -2.5488
H: -2.2960 -0.7435 -1.5607
H: -2.3793 -0.5545 0.9027
H: -1.3011 1.4511 2.6385
H: -0.2538 2.9194 4.0764
H: -1.9547 3.3644 3.8766
H: -0.7818 4.5782 4.4156
H: -0.0692 5.3311 -0.2299
H: 0.2011 5.0721 -2.6750
H: -0.1551 2.8969 -3.7498
H: -0.7891 0.9258 -2.4362
H: -0.0839 -0.5968 2.1539
H: -1.1662 -3.0988 0.7742
H: 0.0531 -3.1208 2.0471
H: -2.1258 -3.6453 2.9526
H: -2.8287 -2.1587 2.3287
H: -2.1432 -2.3039 4.8510
H: -0.4869 -2.0476 4.2655
H: -2.6399 -0.3054 3.7947
H: 1.7048 -1.8574 0.9307
H: 2.5401 1.1962 -0.9504
H: 2.5448 -0.5096 -1.4556
H: 4.7004 0.1589 -0.3593
H: 3.8912 -1.1098 0.5626
H: 3.8140 0.5672 1.1170

These are the Löwdin partial charges, in e, on atoms 1 to 8: number 1, C, carries 0.118; number 2, C, carries -0.117; number 3, C, carries -0.185; number 4, N, carries 0.081; number 5, C, carries -0.427; number 6, O, carries 0.070; number 7, C, carries -0.167; number 8, C, carries 0.038

***

C24H28N2OPtS3SbSi | ωB97M-V with the def2-TZVPD basis set

Results
* charge: 0
* max |F|: 0.5 eV/A
* DFT total energy: -2959.71630 Eh
* 2S+1: 4
* molecular weight: 801.6 g/mol

Cartesian coordinates (Å):
Pt: -1.9019 -1.9305 0.3716
S: -1.9641 -4.1850 3.8966
Sb: -3.4626 -4.1934 2.1361
S: -3.9658 -1.9171 1.6395
S: -1.9852 -4.1988 0.2071
O: -0.3357 -0.6053 0.4724
Si: 1.2707 -0.5476 0.4661
C: 2.0710 -2.0558 1.2243
C: 1.3241 -2.9414 2.0011
C: 1.9105 -4.0609 2.5754
C: 3.2612 -4.3069 2.3865
C: 4.0244 -3.4354 1.6199
C: 3.4301 -2.3237 1.0437
C: 1.8147 1.0120 1.3737
C: 3.1091 1.5280 1.2890
C: 3.4786 2.6726 1.9792
C: 2.5552 3.3293 2.7812
C: 1.2678 2.8276 2.8946
C: 0.9079 1.6825 2.1972
C: 1.8402 -0.4041 -1.3276
C: 2.2239 0.7869 -1.9429
C: 2.5203 0.8382 -3.3004
C: 2.4329 -0.3098 -4.0721
C: 2.0485 -1.5071 -3.4825
C: 1.7578 -1.5493 -2.1276
H: 0.2647 -2.7665 2.1527
H: 1.3044 -4.7398 3.1619
H: 3.7209 -5.1810 2.8311
H: 5.0788 -3.6284 1.4660
H: 4.0345 -1.6636 0.4299
H: 3.8480 1.0291 0.6716
H: 4.4897 3.0513 1.8955
H: 2.8432 4.2205 3.3245
H: 0.5504 3.3200 3.5404
H: -0.0898 1.2735 2.3130
H: 2.2977 1.6955 -1.3553
H: 2.8276 1.7733 -3.7532
H: 2.6699 -0.2754 -5.1280
H: 1.9810 -2.4085 -4.0787
H: 1.4629 -2.4925 -1.6799
C: -4.6069 1.6023 -1.7189
C: -4.1170 0.2089 -1.2551
N: -2.7919 0.3292 -0.6778
C: -2.8163 1.1842 0.5012
C: -3.2824 2.6046 0.1108
N: -3.5295 2.5951 -1.3738
C: -2.2536 2.2583 -2.0990
C: -1.8420 0.8365 -1.6584
H: -5.5125 1.9315 -1.2107
H: -4.7576 1.6693 -2.7959
H: -4.0750 -0.4838 -2.0947
H: -4.7809 -0.2176 -0.5027
H: -1.8102 1.1970 0.9191
H: -3.4853 0.7439 1.2402
H: -2.5309 3.3706 0.2978
H: -4.2196 2.8967 0.5841
H: -3.8351 3.5214 -1.6606
H: -1.5258 3.0189 -1.8181
H: -2.4644 2.3409 -3.1646
H: -0.8537 0.8217 -1.2054
H: -1.8269 0.1577 -2.5111

These are the Löwdin partial charges, in e, on atoms 1 to 8: number 1, Pt, carries 0.474; number 2, S, carries -0.147; number 3, Sb, carries 0.186; number 4, S, carries -0.223; number 5, S, carries -0.179; number 6, O, carries -0.529; number 7, Si, carries 0.440; number 8, C, carries -0.223

***

C24H28N6O2S | ωB97M-V with the def2-TZVPD basis set

Results
* SMILES: Cc1cccc(C(=O)NCc2nnc(SCC(=O)N3CCN(c4ccccc4)CC3)n2C)c1
* charge: 0
* max |F|: 1.2 eV/A
* DFT total energy: -1808.59007 Eh
* molecular weight: 464.6 g/mol

Cartesian coordinates (Å):
C: 6.5763 4.6453 -0.9398
C: 5.2089 4.1632 -1.3157
C: 4.1651 5.0595 -1.5116
C: 2.9002 4.6092 -1.8489
C: 2.6499 3.2556 -1.9810
C: 3.6812 2.3434 -1.7782
C: 3.4990 0.8728 -1.9190
O: 4.4057 0.1202 -2.2238
N: 2.2314 0.4257 -1.7122
C: 1.9512 -0.9872 -1.6726
C: 1.1481 -1.3154 -0.4694
N: 0.7272 -0.4570 0.4138
N: 0.0107 -1.1220 1.3382
C: -0.0008 -2.3830 0.9974
S: -0.7644 -3.6884 1.8444
C: -1.4339 -2.7957 3.2880
C: -2.9124 -2.5017 3.0759
O: -3.7098 -3.4226 3.0727
N: -3.3010 -1.2192 2.9310
C: -2.4594 -0.0431 2.8273
C: -3.0832 0.9428 1.8096
N: -3.8190 0.2154 0.8011
C: -3.0725 -0.4877 -0.1518
C: -3.1835 -1.8620 -0.3633
C: -2.4851 -2.4748 -1.3875
C: -1.6620 -1.7379 -2.2202
C: -1.5260 -0.3756 -2.0045
C: -2.2178 0.2409 -0.9839
C: -5.0024 -0.3831 1.3830
C: -4.7175 -0.9410 2.7943
N: 0.7192 -2.5735 -0.1471
C: 0.9574 -3.7999 -0.8497
C: 4.9524 2.8076 -1.4591
H: 6.6693 4.6857 0.1460
H: 7.3404 3.9704 -1.3174
H: 6.7582 5.6436 -1.3309
H: 4.3464 6.1199 -1.4084
H: 2.1041 5.3207 -2.0136
H: 1.6652 2.9194 -2.2696
H: 1.5632 1.0074 -1.2304
H: 2.9143 -1.5155 -1.6680
H: 1.4011 -1.2970 -2.5731
H: -1.3596 -3.5098 4.1094
H: -0.8004 -1.9344 3.4684
H: -1.4722 -0.3222 2.4537
H: -2.3612 0.4374 3.8094
H: -3.7798 1.6295 2.2992
H: -2.2853 1.5259 1.3526
H: -3.7977 -2.4736 0.2799
H: -2.5844 -3.5422 -1.5268
H: -1.1361 -2.2164 -3.0347
H: -0.8856 0.2127 -2.6462
H: -2.1170 1.3053 -0.8372
H: -5.7674 0.4007 1.4547
H: -5.3825 -1.1564 0.7180
H: -5.2619 -1.8687 2.9715
H: -4.9975 -0.2106 3.5607
H: 0.6925 -4.6337 -0.2014
H: 0.3479 -3.8429 -1.7541
H: 2.0108 -3.8690 -1.1233
H: 5.7422 2.0828 -1.3259

These are the Löwdin partial charges, in e, on atoms 1 to 8: number 1, C, carries -0.049; number 2, C, carries -0.266; number 3, C, carries -0.044; number 4, C, carries -0.073; number 5, C, carries -0.037; number 6, C, carries -0.130; number 7, C, carries -0.441; number 8, O, carries 0.067